Entry 1:
The following is a DFT calculation (ωB97M-V with the def2-TZVPD basis set) of a gas-phase ion, C26H27F2N2O (charge +1).

ORCA input file:
```
! wB97M-V def2-TZVPD RIJCOSX def2/J DEFGRID3
* xyz 1 1
F 1.836 -3.013 -2.985
C 1.604 -1.692 -2.615
C 1.138 -0.822 -3.618
C 1.186 0.556 -3.357
C 1.967 1.111 -2.309
C 2.236 2.642 -2.269
C 1.701 3.178 -0.826
C 0.383 3.673 -0.645
C -0.157 4.017 0.605
C 0.613 3.777 1.740
F 0.155 4.223 2.947
C 1.894 3.253 1.647
C 2.398 2.924 0.379
C 2.207 0.192 -1.252
C 2.117 -1.205 -1.418
H 0.755 -1.214 -4.565
H 0.633 1.215 -4.034
H 1.567 3.168 -2.985
H -0.259 3.864 -1.511
H -1.134 4.484 0.709
H 2.506 3.044 2.523
H 3.385 2.423 0.345
H 2.467 0.531 -0.259
H 2.461 -1.924 -0.656
C 6.549 2.935 -5.051
N 5.428 3.276 -4.156
C 4.409 2.322 -3.782
C 3.626 1.877 -5.031
C 5.003 1.112 -3.072
N 3.535 3.083 -2.705
C 3.774 4.540 -3.065
C 4.200 5.307 -1.789
C 3.073 6.010 -1.090
C 2.035 6.641 -1.795
C 0.974 7.254 -1.108
C 1.041 7.389 0.280
C 2.086 6.783 1.002
C 3.137 6.185 0.304
C 4.938 4.554 -4.068
O 5.403 5.532 -4.665
H 7.189 3.820 -5.257
H 7.183 2.171 -4.548
H 6.206 2.549 -6.043
H 3.185 2.747 -5.555
H 4.298 1.325 -5.725
H 2.814 1.215 -4.722
H 5.516 1.460 -2.161
H 4.158 0.460 -2.811
H 5.743 0.622 -3.731
H 4.131 2.902 -1.913
H 2.932 5.052 -3.572
H 4.719 4.637 -1.108
H 4.948 6.050 -2.084
H 2.011 6.579 -2.884
H 0.153 7.710 -1.674
H 0.235 7.883 0.827
H 2.126 6.852 2.099
H 3.966 5.728 0.864
*
```

Output
- Energy above the lowest of the compared OMol25 structures with the same formula, charge and spin: 0.0 kcal per mole
- Frontier orbital gap: 0.33072 Eh

Which charges does natural (NBO) predict for the atoms? In e, they are:
1 F -0.32
2 C 0.43
3 C -0.28
4 C -0.18
5 C -0.09
6 C -0.08
7 C -0.07
8 C -0.12
9 C -0.28
10 C 0.43
11 F -0.31
12 C -0.28
13 C -0.21
14 C -0.18
15 C -0.28
16 H 0.26
17 H 0.23
18 H 0.24
19 H 0.22
20 H 0.25
21 H 0.25
22 H 0.20
23 H 0.23
24 H 0.26
25 C -0.43
26 N -0.49
27 C 0.40
28 C -0.68
29 C -0.66
30 N -0.40
31 C -0.12
32 C -0.43
33 C -0.07
34 C -0.17
35 C -0.22
36 C -0.21
37 C -0.20
38 C -0.20
39 C 0.68
40 O -0.56
41 H 0.27
42 H 0.22
43 H 0.21
44 H 0.23
45 H 0.25
46 H 0.25
47 H 0.21
48 H 0.25
49 H 0.26
50 H 0.44
51 H 0.27
52 H 0.21
53 H 0.27
54 H 0.19
55 H 0.23
56 H 0.23
57 H 0.23
58 H 0.21

Entry 2:
The following is a DFT calculation (ωB97M-V with the def2-TZVPD basis set) of 2 unconnected molecules or ions with the total composition C3H10NOS.

ORCA input file:
```
! wB97M-V def2-TZVPD RIJCOSX def2/J DEFGRID3
* xyz -1 1
C 1.041 -0.785 0.780
C -0.422 -1.239 0.988
S -1.551 -0.252 -0.004
C 1.372 0.651 1.228
N 2.760 1.091 0.861
H 1.090 -0.599 -0.282
H 1.778 -1.473 1.151
H -0.726 -1.084 2.052
H -0.292 -2.350 0.943
H 1.083 0.690 2.409
H 0.688 1.408 0.811
H 2.823 1.189 -0.164
H 2.917 1.967 1.392
H -2.034 1.181 -3.017
H -1.396 0.229 -2.307
O -1.549 0.435 -3.365
*
```

Output
- Energy above the lowest of the compared OMol25 structures with the same formula, charge and spin: 34.5 kcal per mole
- Frontier orbital gap: 0.25196 Eh

Which charges does natural (NBO) predict for the atoms? In e, they are:
1 C -0.44
2 C -0.52
3 S -0.68
4 C -0.20
5 N -0.88
6 H 0.20
7 H 0.18
8 H 0.17
9 H 0.17
10 H 0.15
11 H 0.20
12 H 0.36
13 H 0.35
14 H 0.45
15 H 0.50
16 O -1.00

Entry 3:
The following is a DFT calculation (ωB97M-V with the def2-TZVPD basis set) of a molecular structure, C3H2BrClS2.

ORCA input file:
```
! wB97M-V def2-TZVPD RIJCOSX def2/J DEFGRID3
* xyz 0 1
C 2.335 0.157 -0.644
C 2.229 0.833 -1.744
C -0.092 -0.148 -0.347
S 0.802 1.188 -2.694
S -0.339 -0.371 -2.021
Cl 3.437 -0.197 0.535
Br 3.826 1.329 -2.716
H 0.117 -1.057 0.020
H -0.550 0.738 0.140
*
```

Output
- Energy above the lowest of the compared OMol25 structures with the same formula, charge and spin: 28.4 kcal per mole
- Frontier orbital gap (alpha / beta): 0.26570 / 0.27174 Eh

Which charges does natural (NBO) predict for the atoms? In e, they are:
1 C -0.09
2 C -0.40
3 C -0.51
4 S 0.19
5 S 0.18
6 Cl 0.12
7 Br 0.06
8 H 0.21
9 H 0.23

Entry 4:
The following is a DFT calculation (ωB97M-V with the def2-TZVPD basis set) of a molecular structure, C25H41KN2OPS.

ORCA input file:
```
! wB97M-V def2-TZVPD RIJCOSX def2/J DEFGRID3
* xyz 1 1
K 10.300 -15.378 0.316
N 12.367 -14.747 3.683
C 12.188 -16.102 3.473
S 10.662 -16.821 3.219
N 13.276 -16.892 3.381
C 14.616 -16.637 3.701
C 14.916 -16.063 4.924
C 16.250 -15.805 5.218
C 17.215 -16.198 4.297
C 16.915 -17.021 3.203
C 15.588 -17.120 2.825
H 11.549 -14.152 3.851
H 13.321 -14.361 3.714
H 12.982 -17.850 3.207
H 14.111 -15.633 5.522
H 16.562 -15.305 6.133
H 18.175 -15.782 4.316
H 17.696 -17.534 2.670
H 15.277 -17.474 1.823
O 10.295 -16.861 -1.688
P 10.393 -17.400 -3.101
C 9.837 -16.105 -4.264
C 9.639 -16.494 -5.759
C 9.145 -15.333 -6.614
C 7.937 -14.564 -5.975
C 7.419 -15.209 -4.702
C 8.532 -15.549 -3.648
C 9.169 -18.860 -3.301
C 9.256 -19.816 -2.083
C 8.175 -20.936 -2.006
C 7.691 -21.379 -3.429
C 8.789 -21.106 -4.464
C 9.109 -19.632 -4.658
C 12.198 -17.920 -3.331
C 13.201 -16.755 -3.625
C 13.845 -16.724 -5.022
C 14.076 -18.100 -5.697
C 12.807 -18.990 -5.605
C 12.461 -19.209 -4.089
H 10.644 -15.334 -4.226
H 8.905 -17.341 -5.853
H 10.588 -16.949 -6.103
H 8.900 -15.635 -7.617
H 10.037 -14.669 -6.747
H 7.050 -14.579 -6.648
H 8.123 -13.477 -5.756
H 6.936 -16.085 -5.069
H 6.578 -14.641 -4.275
H 8.133 -16.270 -2.917
H 8.824 -14.682 -3.027
H 8.208 -18.269 -3.127
H 9.188 -19.242 -1.141
H 10.246 -20.276 -2.144
H 7.331 -20.528 -1.473
H 8.521 -21.758 -1.391
H 6.808 -20.837 -3.715
H 7.458 -22.459 -3.429
H 8.460 -21.517 -5.426
H 9.676 -21.685 -4.231
H 8.269 -19.218 -5.262
H 10.032 -19.480 -5.279
H 12.345 -18.141 -2.272
H 13.946 -16.797 -2.870
H 12.567 -15.821 -3.481
H 14.831 -16.180 -4.998
H 13.189 -16.145 -5.646
H 14.890 -18.613 -5.178
H 14.433 -18.009 -6.739
H 12.960 -19.990 -6.000
H 11.941 -18.589 -6.177
H 13.339 -19.660 -3.619
H 11.607 -19.912 -4.018
*
```

Output
- Frontier orbital gap: 0.30617 Eh

Which charges does Mulliken predict for the atoms? In e, they are:
1 K 1.03
2 N -0.36
3 C 0.09
4 S -0.41
5 N -0.13
6 C 0.21
7 C -0.16
8 C -0.56
9 C -0.51
10 C -0.55
11 C -0.44
12 H 0.25
13 H 0.28
14 H 0.24
15 H 0.49
16 H 0.39
17 H 0.44
18 H 0.40
19 H 0.37
20 O -0.69
21 P -0.07
22 C 0.98
23 C -0.30
24 C -0.84
25 C -0.57
26 C -0.97
27 C -1.11
28 C 1.00
29 C -1.28
30 C -0.93
31 C -0.71
32 C -0.95
33 C -0.70
34 C 0.31
35 C -0.84
36 C -0.52
37 C -1.03
38 C -0.59
39 C -0.74
40 H 0.70
41 H -0.26
42 H -0.08
43 H 0.46
44 H 0.25
45 H 0.36
46 H 0.30
47 H 0.32
48 H 0.50
49 H 0.45
50 H 0.20
51 H 0.08
52 H 0.37
53 H 0.31
54 H 0.32
55 H 0.42
56 H 0.38
57 H 0.39
58 H 0.49
59 H 0.34
60 H 0.41
61 H 0.02
62 H 0.54
63 H 0.51
64 H 0.14
65 H 0.35
66 H 0.28
67 H 0.36
68 H 0.39
69 H 0.44
70 H 0.19
71 H 0.56
72 H -0.01

Entry 5:
The following is a DFT calculation (ωB97M-V with the def2-TZVPD basis set) of a molecular structure, C3H6CoO4.

ORCA input file:
```
! wB97M-V def2-TZVPD RIJCOSX def2/J DEFGRID3
* xyz 1 5
O 1.721 -0.144 -1.180
O 3.541 -0.760 -0.005
C 2.560 0.082 -0.261
O 2.456 1.121 0.451
H -1.617 1.669 -0.037
Co 0.854 1.486 -0.572
O -0.882 1.066 -0.196
H 3.431 -1.568 -0.524
C -1.242 -0.296 0.118
C -2.658 -0.477 0.471
H -0.930 -0.543 1.211
H -3.412 -0.273 -0.291
H -0.831 -0.912 -0.694
H -2.991 -0.449 1.509
*
```

Output
- Energy above the lowest of the compared OMol25 structures with the same formula, charge and spin: 0.0 kcal per mole
- Frontier orbital gap (alpha / beta): 0.33097 / 0.38625 Eh

Which charges does natural (NBO) predict for the atoms? In e, they are:
1 O -0.77
2 O -0.62
3 C 0.96
4 O -0.73
5 H 0.54
6 Co 1.52
7 O -0.81
8 H 0.52
9 C -0.21
10 C -0.24
11 H 0.22
12 H 0.18
13 H 0.24
14 H 0.20

In order of appearance, maximum force = 0.0937, 0.0776, 0.0795, 0.0401, 0.0798 Eh/bohr.